Record 1
The following is a DFT calculation (the ωB97M-V functional and the def2-TZVPD basis) of an isolated molecule of C5H14N2 at a distorted geometry.

Its HOMO-LUMO gap is 9.467 eV. The calculated total energy is -8391.577 eV. As for the SMILES: CCNCCCN.

The geometry in ORCA input format:
```
! RIJCOSX wB97M-V def2-TZVPD def2/J DEFGRID3
* xyz 0 1
C 1.663 -2.348 1.017
C 0.445 -1.964 0.144
N -0.089 -0.689 0.576
C -1.189 -0.198 -0.300
C -1.535 1.259 -0.104
C -0.282 2.139 -0.103
N 0.607 1.824 -1.259
H 2.334 -1.493 0.872
H 2.112 -3.256 0.630
H 1.371 -2.366 2.062
H -0.337 -2.723 0.217
H 0.846 -1.893 -0.879
H 0.612 -0.063 0.929
H -1.980 -0.832 0.106
H -0.991 -0.539 -1.323
H -2.069 1.436 0.830
H -2.110 1.611 -0.960
H 0.284 2.050 0.834
H -0.527 3.202 -0.139
H 1.070 0.960 -1.023
H 1.277 2.579 -1.293
*
```

Results of the natural (NBO) charge analysis, in e, for atoms 1 through 2: C -0.61; C -0.20

***

Record 2
The following is a DFT calculation (the ωB97M-V functional and the def2-TZVPD basis) of an isolated molecule of C5H14N2 at a distorted geometry.

Its HOMO-LUMO gap is 9.250 eV. The calculated total energy is -8391.611 eV. As for the SMILES: CC(C)NCCN.

The geometry in ORCA input format:
```
! RIJCOSX wB97M-V def2-TZVPD def2/J DEFGRID3
* xyz 0 1
C -0.970 -0.006 1.917
C -1.222 0.653 0.567
C -0.956 2.166 0.619
N -0.477 -0.002 -0.503
C 0.962 -0.094 -0.542
C 1.477 -1.504 -0.792
N 0.865 -2.131 -1.964
H -1.701 0.343 2.649
H -0.029 0.334 2.353
H -0.968 -1.065 1.755
H -2.246 0.487 0.238
H -1.511 2.789 -0.088
H 0.088 2.367 0.320
H -0.984 2.568 1.636
H -0.972 -0.059 -1.373
H 1.300 0.207 0.451
H 1.397 0.587 -1.287
H 2.555 -1.387 -0.894
H 1.326 -2.157 0.070
H 1.534 -2.662 -2.510
H 0.533 -1.434 -2.621
*
```

Results of the natural (NBO) charge analysis, in e, for atoms 1 through 2: C -0.62; C -0.03

***

Record 3
The following is a DFT calculation (the ωB97M-V functional and the def2-TZVPD basis) of an isolated molecule of C5H14N2 at a distorted geometry.

Its HOMO-LUMO gap is 9.133 eV. The calculated total energy is -8391.621 eV. As for the SMILES: CNCC[C@H](C)N.

The geometry in ORCA input format:
```
! RIJCOSX wB97M-V def2-TZVPD def2/J DEFGRID3
* xyz 0 1
C -1.737 -0.961 2.150
N -1.453 -0.387 0.874
C -0.909 -1.103 -0.242
C -0.121 -0.228 -1.216
C 1.245 0.276 -0.742
C 1.142 1.455 0.206
N 2.041 0.560 -1.956
H -2.794 -1.258 2.246
H -1.144 -1.879 2.242
H -1.506 -0.276 2.956
H -1.739 0.568 0.749
H -1.728 -1.584 -0.812
H -0.201 -1.867 0.080
H -0.741 0.622 -1.553
H -0.005 -0.796 -2.137
H 1.754 -0.551 -0.251
H 0.501 2.202 -0.271
H 2.116 1.799 0.541
H 0.500 1.148 1.031
H 1.783 1.500 -2.262
H 2.993 0.759 -1.635
*
```

Results of the natural (NBO) charge analysis, in e, for atoms 1 through 2: C -0.39; N -0.67

***

Record 4
The following is a DFT calculation (the ωB97M-V functional and the def2-TZVPD basis) of an isolated molecule of C5H14N2 at a distorted geometry.

Its HOMO-LUMO gap is 9.451 eV. The calculated total energy is -8389.353 eV. As for the SMILES: CNCCCCN.

The geometry in ORCA input format:
```
! RIJCOSX wB97M-V def2-TZVPD def2/J DEFGRID3
* xyz 0 1
C 0.791 -2.520 0.719
N -0.146 -1.472 0.995
C -0.923 -0.883 -0.065
C -1.356 0.547 0.149
C -0.108 1.408 0.575
C 0.944 1.513 -0.523
N 0.349 1.713 -1.910
H 0.520 -3.469 1.223
H 1.809 -2.239 0.931
H 0.751 -2.733 -0.463
H -0.671 -1.598 1.875
H -1.988 -1.458 -0.380
H -0.221 -0.769 -0.928
H -2.095 0.217 0.882
H -1.682 0.891 -0.802
H 0.216 0.953 1.602
H -0.240 2.470 1.076
H 1.778 2.393 -0.270
H 1.525 0.473 -0.512
H 1.022 2.176 -2.593
H -0.273 2.389 -1.579
*
```

Results of the natural (NBO) charge analysis, in e, for atoms 1 through 2: C -0.39; N -0.67

***

Record 5
The following is a DFT calculation (the ωB97M-V functional and the def2-TZVPD basis) of an isolated molecule of C5H14N2 at a distorted geometry.

Its HOMO-LUMO gap is 9.910 eV. The calculated total energy is -8390.114 eV. As for the SMILES: CCNC[C@H](C)N.

The geometry in ORCA input format:
```
! RIJCOSX wB97M-V def2-TZVPD def2/J DEFGRID3
* xyz 0 1
C 2.531 1.828 0.585
C 1.844 0.740 -0.437
N 0.362 0.766 -0.096
C -0.266 -0.386 -0.747
C -1.653 -0.670 -0.278
C -1.571 -0.807 1.287
N -2.027 -1.928 -1.070
H 2.186 1.609 1.687
H 3.708 1.806 0.487
H 2.139 2.804 0.265
H 2.032 1.213 -1.390
H 2.397 -0.109 -0.211
H 0.091 1.700 -0.374
H 0.250 -1.223 -0.507
H -0.549 -0.176 -1.755
H -2.339 0.180 -0.550
H -1.712 0.228 1.771
H -0.698 -1.254 1.602
H -2.555 -1.341 1.641
H -2.969 -2.362 -0.928
H -1.200 -2.618 -0.983
*
```

Results of the natural (NBO) charge analysis, in e, for atoms 1 through 2: C -0.62; C -0.22

***

Record 6
The following is a DFT calculation (the ωB97M-V functional and the def2-TZVPD basis) of an isolated molecule of C5H14N2 at a distorted geometry.

Its HOMO-LUMO gap is 9.664 eV. The calculated total energy is -8390.104 eV. As for the SMILES: CCN[C@@H](C)CN.

The geometry in ORCA input format:
```
! RIJCOSX wB97M-V def2-TZVPD def2/J DEFGRID3
* xyz 0 1
C 1.576 0.281 -2.740
C 0.802 0.644 -1.439
N 0.697 -0.393 -0.382
C -0.630 -0.206 0.324
C -1.833 -1.050 -0.067
C -0.306 -0.397 1.866
N -0.352 1.019 2.606
H 1.097 0.151 -3.655
H 2.115 -0.637 -2.559
H 2.406 1.018 -2.775
H 1.278 1.581 -1.012
H -0.274 0.943 -1.737
H 0.925 -1.352 -0.726
H -1.024 0.827 0.145
H -1.868 -1.273 -1.112
H -1.819 -2.025 0.465
H -2.631 -0.443 -0.049
H -1.194 -0.892 2.286
H 0.604 -0.896 2.063
H 0.396 1.095 3.365
H -0.083 1.897 2.066
*
```

Results of the natural (NBO) charge analysis, in e, for atoms 1 through 2: C -0.63; C -0.20

***

Record 7
The following is a DFT calculation (the ωB97M-V functional and the def2-TZVPD basis) of an isolated molecule of C5H14N2 at a distorted geometry.

Its HOMO-LUMO gap is 9.478 eV. The calculated total energy is -8389.724 eV. As for the SMILES: CN[C@@H](C)CCN.

The geometry in ORCA input format:
```
! RIJCOSX wB97M-V def2-TZVPD def2/J DEFGRID3
* xyz 0 1
C 2.259 -0.843 -0.321
N 1.193 -1.362 0.522
C -0.070 -0.658 0.364
C -1.144 -0.917 1.379
C -0.059 0.936 0.357
C -1.194 1.521 -0.445
N -0.848 1.391 -1.838
H 2.257 0.177 -0.487
H 3.125 -0.956 0.426
H 2.209 -1.262 -1.350
H 1.017 -2.393 0.451
H -0.511 -1.169 -0.515
H -2.139 -0.386 1.009
H -0.785 -0.404 2.196
H -1.466 -1.901 1.645
H -0.091 1.398 1.408
H 0.809 1.177 -0.176
H -2.055 1.005 -0.102
H -1.326 2.698 -0.357
H -1.304 0.589 -2.250
H 0.125 1.360 -1.917
*
```

Results of the natural (NBO) charge analysis, in e, for atoms 1 through 2: C -0.43; N -0.65

***

Record 8
The following is a DFT calculation (the ωB97M-V functional and the def2-TZVPD basis) of an isolated molecule of C5H14N2 at a distorted geometry.

Its HOMO-LUMO gap is 9.559 eV. The calculated total energy is -8390.959 eV. As for the SMILES: CNCCCCN.

The geometry in ORCA input format:
```
! RIJCOSX wB97M-V def2-TZVPD def2/J DEFGRID3
* xyz 0 1
C -2.327 -0.891 -0.165
N -1.591 0.331 -0.553
C -0.463 -0.057 -1.392
C 0.850 0.739 -1.083
C 0.970 1.336 0.318
C 1.176 0.225 1.458
N 1.257 -1.130 0.997
H -2.699 -1.411 -1.066
H -1.716 -1.553 0.442
H -3.328 -0.802 0.282
H -1.319 0.709 0.340
H -0.749 0.194 -2.424
H -0.206 -1.108 -1.199
H 0.971 1.562 -1.808
H 1.735 0.191 -1.389
H 0.141 1.994 0.558
H 1.900 1.908 0.368
H 2.068 0.579 1.963
H 0.363 0.447 2.156
H 2.137 -1.448 0.616
H 0.831 -1.813 1.581
*
```

Results of the natural (NBO) charge analysis, in e, for atoms 1 through 2: C -0.43; N -0.63

***

Record 9
The following is a DFT calculation (the ωB97M-V functional and the def2-TZVPD basis) of an isolated molecule of C5H14N2 at a distorted geometry.

Its HOMO-LUMO gap is 9.226 eV. The calculated total energy is -8391.852 eV. As for the SMILES: CC(C)CNCN.

The geometry in ORCA input format:
```
! RIJCOSX wB97M-V def2-TZVPD def2/J DEFGRID3
* xyz 0 1
C -0.657 2.639 0.787
C 0.244 1.418 0.546
C 1.408 1.813 -0.403
C -0.597 0.268 0.017
N 0.193 -0.869 -0.457
C 0.130 -2.159 0.152
N -0.737 -3.145 -0.449
H -1.663 2.317 1.067
H -0.766 3.196 -0.135
H -0.285 3.238 1.607
H 0.717 1.120 1.486
H 2.251 1.139 -0.294
H 1.041 1.907 -1.430
H 1.751 2.802 -0.102
H -1.248 0.589 -0.790
H -1.203 -0.123 0.838
H 0.703 -0.701 -1.308
H 1.131 -2.606 0.188
H -0.188 -1.998 1.182
H -0.338 -3.760 -1.133
H -1.655 -2.819 -0.698
*
```

Results of the natural (NBO) charge analysis, in e, for atoms 1 through 2: C -0.61; C -0.22

***

Record 10
The following is a DFT calculation (the ωB97M-V functional and the def2-TZVPD basis) of an isolated molecule of C5H14N2 at a distorted geometry.

Its HOMO-LUMO gap is 9.057 eV. The calculated total energy is -8389.813 eV. As for the SMILES: CCCCNCN.

The geometry in ORCA input format:
```
! RIJCOSX wB97M-V def2-TZVPD def2/J DEFGRID3
* xyz 0 1
C 0.620 -0.783 2.451
C -0.206 -1.257 1.223
C 0.547 -1.796 -0.082
C 0.862 -0.472 -0.905
N -0.300 0.368 -1.231
C -0.410 1.784 -0.934
N -1.498 2.314 -1.916
H 1.184 -1.575 2.900
H 1.190 0.129 2.325
H -0.211 -0.226 2.974
H -0.948 -2.083 1.569
H -1.010 -0.465 0.797
H -0.162 -2.462 -0.670
H 1.402 -2.511 0.236
H 1.628 0.181 -0.356
H 1.444 -0.861 -1.796
H -0.965 -0.057 -1.943
H 0.487 2.342 -1.165
H -0.497 1.840 0.138
H -0.928 2.957 -2.349
H -2.229 2.631 -1.266
*
```

Results of the natural (NBO) charge analysis, in e, for atoms 1 through 2: C -0.64; C -0.41